Record 1
Here is 2 unconnected molecules or ions with the total composition C4H7N3O from the Open Molecules 2025 dataset. Energies are from ωB97M-V/def2-TZVPD.

Geometry as XYZ:
```
15
Properties=species:S:1:pos:R:3:lowdin_charge:R:1
C 1.27408 -0.57676 0.36515 -0.243
C 0.33148 0.39185 1.09820 -0.266
C -0.90221 0.97942 -0.52120 -0.252
C -0.24873 -0.89970 0.53704 -0.124
H 1.33539 -0.44847 -1.66895 0.054
H 2.33539 0.64588 -0.99193 0.116
H 2.10181 -1.05184 1.00377 0.146
H 0.47933 1.02573 2.04718 0.161
H -1.22792 1.46361 -1.54320 0.158
H -3.10741 0.52929 0.28117 0.283
H -0.59678 -1.98186 0.79226 0.170
N 2.06898 -0.43630 -0.92987 0.007
N 0.00727 1.42889 0.20471 0.090
N -1.22773 -0.42320 -0.53052 -0.146
O -2.62295 -0.64653 -0.14381 -0.154
```

Values from the calculation:
Frontier orbital gap (eV): 9.2
Total charge: 0
LUMO (hartree): -0.011
Largest force on an atom (eV/Å): 6.0
HOMO (eV): -9.53
Electronic energy (a.u.): -395.87229

---

Record 2
Here is a single C4H7NO2S molecule from the Open Molecules 2025 dataset. Energies are from ωB97M-V/def2-TZVPD.

Geometry as XYZ:
```
15
Properties=species:S:1:pos:R:3:lowdin_charge:R:1
O 2.77428 1.64325 0.13094 0.091
C 1.70645 1.16293 -0.10612 -0.560
N 0.59295 1.65184 -0.66712 0.052
C -0.63554 0.85302 -0.61602 -0.187
C -0.35784 -0.10004 0.51266 -0.150
C 1.18118 -0.20986 0.45359 -0.759
O 1.65088 -0.71653 1.61001 -0.012
S 1.64352 -1.29409 -0.96450 0.845
H 0.78550 2.38118 -1.38441 0.174
H -0.81460 0.39347 -1.61990 0.117
H -1.61588 1.50913 -0.25818 0.168
H -0.72342 0.23743 1.45208 0.119
H -0.71683 -1.05079 0.38542 0.083
H 2.58624 -0.93245 1.76167 0.125
H 2.90420 -0.86091 -0.84494 -0.109
```

Values from the calculation:
Frontier orbital gap (eV): 10.0
Total charge: 0
LUMO (hartree): 0.026
Largest force on an atom (eV/Å): 4.1
HOMO (eV): -9.27
Electronic energy (a.u.): -760.02248

---

Record 3
Here is a molecular structure, C48H61B2F4MnN9 from the Open Molecules 2025 dataset. Energies are from ωB97M-V/def2-TZVPD.

Geometry as XYZ:
```
125
Properties=species:S:1:pos:R:3:lowdin_charge:R:1
Mn -0.29311 -1.18176 0.38012 0.861
C -0.28362 2.02218 0.51736 -0.151
N 0.56578 0.93488 0.02045 -0.101
C 1.91678 0.86840 0.56338 -0.122
C 2.53498 -0.34310 -0.03740 -0.318
N 1.81155 -1.27320 -0.60316 0.135
C 2.72149 -2.24962 -1.00522 -0.196
C 2.51066 -3.46304 -1.64699 0.002
C 3.61595 -4.24452 -1.91336 -0.066
C 4.90801 -3.83492 -1.55529 -0.083
C 5.13341 -2.62727 -0.92416 -0.015
C 4.01391 -1.84971 -0.66121 -0.178
N 3.85795 -0.61349 -0.05598 0.187
C -1.47234 2.12298 -0.37686 -0.233
N -2.41831 1.08845 -0.42822 0.086
C -3.63648 1.65538 -0.79708 -0.196
C -4.85227 1.06739 -1.09849 -0.012
C -5.90839 1.90069 -1.46531 -0.094
C -5.75157 3.27717 -1.53451 -0.106
C -4.52946 3.87408 -1.22548 -0.033
C -3.49052 3.04619 -0.84772 -0.213
N -2.19351 3.33431 -0.45366 0.135
H 0.24048 2.98712 0.51827 0.125
H -0.55555 1.77696 1.55170 0.099
H 0.62597 1.02762 -0.99213 0.109
H 1.85966 0.75144 1.64899 0.122
H 2.50904 1.76657 0.34394 0.132
H 1.51292 -3.77041 -1.92011 0.087
H 3.48556 -5.20033 -2.40290 0.105
H 5.74702 -4.48196 -1.77348 0.101
H 6.12964 -2.31358 -0.64236 0.108
H 4.57981 -0.05398 0.36279 0.168
H -4.97337 -0.00694 -1.05923 0.099
H -6.86632 1.46114 -1.71054 0.101
H -6.58626 3.89829 -1.83083 0.097
H -4.40543 4.94856 -1.26785 0.106
H -1.73863 4.19051 -0.71852 0.145
N -0.29002 -0.59249 2.46597 0.216
C -0.13827 -0.63184 3.61280 -0.201
N 0.00598 -0.64434 4.90450 -0.048
C -1.16335 -0.52826 5.78582 -0.120
C -1.31818 -1.78730 6.63290 -0.153
C 0.03647 -2.30829 7.15689 -0.170
C 1.15212 -1.28480 6.96193 -0.181
C 1.32878 -0.96812 5.48555 -0.116
H -2.04192 -0.36856 5.16188 0.099
H -1.03128 0.35772 6.41180 0.127
H -1.80224 -2.55423 6.02713 0.081
H -1.99885 -1.55689 7.45483 0.115
H 0.30927 -3.21985 6.62116 0.116
H -0.04113 -2.57301 8.21169 0.107
H 2.09888 -1.67291 7.33912 0.117
H 0.93749 -0.37323 7.52649 0.113
H 1.72878 -1.83225 4.95632 0.117
H 2.00376 -0.12116 5.34064 0.124
C -4.01302 -4.40569 2.33510 -0.048
C -2.98991 -3.29104 2.56351 -0.359
C -1.90624 -3.79756 3.51453 -0.056
C -3.60266 -2.00230 3.08863 -0.123
C -4.13084 -2.01497 4.37462 -0.056
C -4.58703 -0.85633 4.97941 -0.086
C -4.45772 0.34031 4.30007 -0.055
C -3.96062 0.39777 2.99984 -0.120
C -3.85210 1.75859 2.34950 -0.357
C -5.22694 2.37019 2.08042 -0.039
C -2.98517 2.70254 3.18611 -0.054
C -3.59577 -0.79342 2.35292 -0.098
N -3.32449 -0.86990 0.95160 0.081
B -2.25282 -0.36137 -0.01320 -0.565
N -2.23600 -1.54007 -1.06187 0.063
C -3.47160 -2.20569 -0.86588 -0.098
C -4.05962 -1.84154 0.27198 -0.119
C -1.44384 -2.10460 -2.13582 -0.121
C -1.27596 -3.51316 -2.19900 -0.132
C -0.71202 -4.06850 -3.34469 -0.057
C -0.22171 -3.28829 -4.37140 -0.068
C -0.28646 -1.91310 -4.25168 -0.033
C -0.90708 -1.30677 -3.16738 -0.132
C -1.07428 0.19196 -3.16878 -0.379
C 0.07818 0.94117 -3.83375 -0.072
C -2.41168 0.56454 -3.81213 -0.030
C -1.60538 -4.49727 -1.08161 -0.364
C -0.38438 -5.34845 -0.70732 -0.056
C -2.74848 -5.44674 -1.46104 -0.055
H -3.51707 -5.28640 1.92184 0.077
H -4.80718 -4.11354 1.65077 0.067
H -4.47434 -4.69984 3.28099 0.079
H -2.49948 -3.06340 1.61554 0.100
H -2.33368 -4.12746 4.46459 0.076
H -1.15525 -3.03568 3.70962 0.053
H -1.38482 -4.64760 3.07250 0.089
H -4.17506 -2.95284 4.91571 0.112
H -5.01151 -0.88249 5.97528 0.105
H -4.77182 1.26050 4.77876 0.110
H -3.35227 1.62366 1.39972 0.090
H -5.76785 2.54648 3.01317 0.078
H -5.82933 1.71172 1.45396 0.081
H -5.12453 3.32440 1.55947 0.077
H -3.46150 2.95170 4.13720 0.072
H -2.81547 3.63502 2.64389 0.077
H -2.01413 2.25239 3.40961 0.067
H -3.84626 -2.87004 -1.62223 0.119
H -5.00432 -2.18453 0.66227 0.134
H -0.61766 -5.14568 -3.40498 0.111
H 0.23357 -3.74438 -5.24094 0.105
H 0.12190 -1.29345 -5.03868 0.106
H -1.11216 0.52510 -2.13887 0.075
H 0.08012 0.81823 -4.91842 0.073
H 1.04650 0.60067 -3.45624 0.079
H -0.01910 2.00941 -3.63006 0.077
H -2.40970 0.29009 -4.87013 0.087
H -2.59614 1.63813 -3.73189 0.085
H -3.23774 0.04711 -3.32560 0.077
H -1.89592 -3.93939 -0.19249 0.100
H -0.16712 -6.08732 -1.48212 0.080
H -0.59198 -5.89533 0.21495 0.091
H 0.50654 -4.75096 -0.53361 0.046
H -2.44877 -6.07724 -2.30109 0.077
H -3.66171 -4.92938 -1.74806 0.066
H -2.98262 -6.10385 -0.62153 0.077
F 1.06174 -3.65813 3.35430 0.130
B 1.53264 -3.32126 2.09076 -1.255
F 2.28157 -4.32093 1.51902 0.165
F 2.23501 -2.10953 2.16176 0.119
F 0.37076 -3.09415 1.21665 0.016
```

Values from the calculation:
Spin multiplicity: 6
Frontier orbital gap (spin up / spin down) (eV): 5.6 / 6.5
Total charge: 0
LUMO (spin up / spin down) (hartree): 0.011 / 0.009
Largest force on an atom (eV/Å): 0.2
HOMO (spin up / spin down) (eV): -5.28 / -6.21
Electronic energy (a.u.): -3959.01212